[1]
{
  "formula": "C47H58As2BN3O8S2Tc",
  "method": "the ωB97M-V functional and the def2-TZVPD basis",
  "fmax_ha_per_bohr": 0.0207,
  "charge": 2,
  "e_tot_ev": -216739.772,
  "homo_ev": [-12.72, -12.81],
  "spin_multiplicity": 4,
  "species": ["Tc", "S", "C", "N", "C", "C", "C", "C", "C", "C", "S", "H", "H", "H", "H", "C", "O", "C", "O", "C", "C", "As", "C", "C", "C", "As", "C", "C", "O", "O", "C", "C", "O", "O", "C", "C", "O", "O", "C", "H", "H", "H", "H", "H", "H", "H", "H", "H", "H", "H", "H", "H", "H", "H", "H", "H", "H", "C", "C", "C", "C", "C", "C", "C", "C", "C", "C", "C", "C", "N", "B", "N", "C", "C", "C", "C", "C", "C", "C", "C", "C", "C", "C", "C", "C", "C", "H", "H", "H", "H", "H", "H", "H", "H", "H", "H", "H", "H", "H", "H", "H", "H", "H", "H", "H", "H", "H", "H", "H", "H", "H", "H", "H", "H", "H", "H", "H", "H", "H", "H", "H", "H"],
  "coordinates": [[-0.133117, 0.018242, 0.966324], [1.051101, 0.400588, 3.026723], [-0.427202, 1.243176, 3.282027], [-1.130235, 1.338168, 2.169123], [-2.378079, 1.897523, 2.365680], [-3.390423, 2.059501, 1.424279], [-4.567596, 2.664548, 1.818030], [-4.750888, 3.092835, 3.135087], [-3.767417, 2.902870, 4.088559], [-2.582763, 2.295909, 3.694618], [-1.192072, 1.883629, 4.674704], [-3.237470, 1.702800, 0.413518], [-5.362157, 2.807765, 1.097917], [-5.681904, 3.565525, 3.415928], [-3.919497, 3.204283, 5.116332], [-3.649733, -2.951133, 4.742377], [-3.136570, -2.943712, 3.390254], [-2.132278, -2.144389, 3.101139], [-1.559975, -1.424598, 3.878914], [-1.714148, -2.075910, 1.665285], [-2.649516, -2.052848, 0.673611], [-3.589229, -3.800611, 0.654477], [-4.770981, -3.768572, -0.905909], [-1.876890, -4.397298, -0.202209], [-0.617555, -4.053043, 0.076108], [0.123557, -2.515265, 1.113669], [0.693213, -3.392141, 2.753604], [0.632467, -4.761541, -0.316229], [1.691560, -4.187990, -0.118995], [0.523019, -5.987859, -0.759795], [1.755894, -6.679163, -1.056327], [-2.269592, -5.557047, -1.068742], [-3.003761, -6.408232, -0.634410], [-1.871387, -5.441403, -2.323105], [-2.277610, -6.508162, -3.207193], [-2.404495, -1.222483, -0.492460], [-1.583356, -0.276364, -0.502142], [-3.202213, -1.424676, -1.497717], [-3.171935, -0.524955, -2.622260], [-4.716836, -2.755702, 4.685984], [-3.153147, -2.194110, 5.341581], [-3.477778, -3.938572, 5.161841], [-5.514794, -2.984898, -0.771637], [-5.281300, -4.730646, -0.905459], [-4.253063, -3.625637, -1.849065], [-0.065052, -4.108465, 3.067609], [0.843547, -2.645717, 3.531184], [1.633196, -3.906543, 2.566603], [1.474303, -7.696353, -1.302687], [2.414074, -6.658306, -0.190920], [2.256197, -6.205549, -1.898622], [-1.723392, -6.362418, -4.127734], [-3.348487, -6.449586, -3.393410], [-2.044442, -7.473211, -2.763193], [-4.174319, -0.530521, -3.039281], [-2.462145, -0.890456, -3.357024], [-2.880071, 0.476526, -2.313326], [0.878188, -1.550047, -2.477317], [1.035091, -0.571650, -3.638858], [2.507281, -0.174224, -3.815609], [0.071347, 0.612208, -3.581548], [-0.803019, 0.736284, -4.657751], [-1.683484, 1.798736, -4.771589], [-1.691501, 2.784011, -3.804147], [-0.820651, 2.728480, -2.721295], [-0.723812, 3.926279, -1.789293], [-0.138745, 5.120782, -2.556176], [-2.069605, 4.303411, -1.168769], [0.035607, 1.621894, -2.600707], [1.037519, 1.706252, -1.567055], [1.107008, 1.355688, -0.130994], [2.414309, 1.960321, 0.257768], [2.989457, 2.503249, -0.823968], [2.150765, 2.379804, -1.914748], [3.191025, 2.004470, 1.467961], [3.191989, 3.164402, 2.260693], [4.005820, 3.160355, 3.388779], [4.820930, 2.086896, 3.699889], [4.849160, 0.982017, 2.870214], [4.039530, 0.918897, 1.743776], [4.127302, -0.301114, 0.843408], [3.894148, -1.587178, 1.644977], [5.483206, -0.351344, 0.132018], [2.419232, 4.451258, 1.976696], [2.854550, 5.170241, 0.691447], [0.898274, 4.288339, 2.011949], [1.603861, -2.360340, -2.567625], [-0.124626, -1.987015, -2.465416], [1.054642, -1.050585, -1.524233], [0.761500, -1.116336, -4.545194], [2.951380, 0.177646, -2.885738], [2.609551, 0.603649, -4.573873], [3.081052, -1.040307, -4.146819], [-0.769629, -0.008732, -5.444246], [-2.336701, 1.871587, -5.631692], [-2.352849, 3.634052, -3.915512], [-0.047399, 3.685671, -0.967742], [-0.828789, 5.454997, -3.331362], [0.806549, 4.861971, -3.037200], [0.038779, 5.955240, -1.876810], [-2.816994, 4.520667, -1.932626], [-1.952697, 5.195036, -0.551529], [-2.439112, 3.501625, -0.533426], [3.964100, 2.963079, -0.787172], [2.302552, 2.752505, -2.915496], [4.018965, 4.035082, 4.027222], [5.455422, 2.124040, 4.575505], [5.515660, 0.160033, 3.099460], [3.347661, -0.239893, 0.081413], [4.751653, -1.809002, 2.281337], [3.736417, -2.433094, 0.974613], [3.018529, -1.477966, 2.286112], [6.287138, -0.523449, 0.848239], [5.690692, 0.586254, -0.386621], [5.500693, -1.160498, -0.599959], [2.676592, 5.122681, 2.797857], [2.407910, 4.724110, -0.196300], [3.940938, 5.162832, 0.588078], [2.531200, 6.210743, 0.730746], [0.548521, 3.551048, 1.287634], [0.420811, 5.244274, 1.788467], [0.579843, 3.981879, 3.006917]],
  "atomic_forces_ev_per_a": [[0.640, 0.452, 0.092], [0.153, -0.169, -0.332], [-0.295, 0.104, -0.324], [-0.058, 0.440, 0.173], [-0.399, 0.075, 0.247], [0.126, -0.097, -0.025], [0.007, -0.031, -0.040], [-0.003, -0.013, 0.043], [-0.032, 0.034, 0.055], [0.178, -0.111, -0.135], [0.024, -0.018, -0.067], [-0.042, 0.057, -0.024], [0.004, -0.002, 0.005], [0.009, -0.004, 0.015], [-0.016, 0.036, -0.021], [-0.032, 0.064, 0.234], [-0.084, -0.093, -0.104], [0.089, -0.504, 0.446], [0.078, 0.171, -0.016], [-0.876, 0.556, -0.039], [0.088, -0.298, 0.646], [-0.067, 0.140, -0.007], [0.025, -0.061, -0.102], [0.177, -0.043, -0.017], [-0.075, 0.091, -0.123], [0.236, -0.345, 0.107], [0.186, -0.005, 0.043], [0.310, -0.050, 0.079], [-0.060, 0.039, -0.052], [-0.306, -0.011, -0.063], [0.223, -0.032, -0.048], [-0.225, -0.143, 0.033], [0.145, -0.031, -0.050], [0.231, 0.129, -0.021], [-0.104, -0.163, -0.038], [0.034, 0.302, -0.724], [-0.021, -0.183, -0.150], [0.047, -0.039, 0.256], [0.027, 0.279, -0.300], [0.016, 0.000, -0.066], [0.006, -0.002, -0.028], [0.035, -0.011, -0.068], [0.048, 0.042, 0.042], [0.018, -0.004, 0.042], [0.007, 0.021, 0.007], [-0.005, -0.001, -0.055], [-0.065, 0.083, -0.078], [-0.021, 0.002, -0.095], [-0.061, 0.020, 0.017], [-0.051, -0.002, 0.022], [-0.054, 0.028, 0.004], [0.014, 0.055, 0.026], [0.009, 0.016, 0.032], [0.021, 0.030, 0.007], [-0.003, -0.041, 0.066], [0.052, -0.084, 0.040], [-0.024, -0.022, 0.031], [-0.072, 0.053, -0.084], [0.110, 0.027, 0.148], [-0.177, 0.029, -0.090], [0.175, -0.063, 0.027], [-0.045, 0.042, -0.016], [-0.019, -0.019, -0.002], [-0.112, 0.001, -0.022], [0.165, -0.093, 0.267], [-0.160, 0.101, -0.089], [0.062, -0.105, 0.139], [0.145, -0.039, -0.032], [-0.471, 0.073, -0.451], [0.471, 0.074, -0.514], [-0.318, -0.728, 0.712], [0.390, 0.361, -0.426], [0.121, -0.091, 0.559], [-0.434, -0.220, -0.334], [0.546, -0.059, 0.558], [-0.121, 0.038, -0.095], [0.027, 0.004, 0.032], [0.040, -0.065, 0.015], [-0.029, 0.029, 0.099], [-0.256, 0.119, -0.273], [0.056, -0.057, 0.177], [-0.054, 0.107, -0.140], [-0.133, 0.036, -0.080], [-0.129, -0.099, -0.199], [0.081, -0.007, 0.212], [0.146, 0.046, 0.109], [-0.023, -0.013, 0.039], [0.001, -0.009, 0.073], [0.044, -0.013, 0.107], [-0.021, 0.041, -0.006], [0.055, 0.000, 0.074], [0.058, 0.000, 0.009], [0.014, 0.014, 0.026], [-0.003, -0.012, 0.031], [-0.002, 0.003, 0.014], [0.023, 0.009, 0.018], [-0.016, 0.030, -0.008], [0.015, 0.009, -0.027], [0.006, 0.048, -0.024], [-0.005, 0.017, -0.016], [-0.015, 0.016, 0.026], [-0.037, 0.001, 0.007], [-0.073, 0.005, 0.000], [0.004, -0.016, -0.004], [0.025, -0.016, -0.005], [-0.018, 0.010, -0.022], [-0.015, 0.005, 0.004], [-0.018, 0.001, -0.019], [-0.059, 0.006, -0.026], [-0.041, -0.035, 0.016], [0.031, -0.044, -0.002], [-0.051, -0.101, 0.065], [0.021, 0.029, -0.003], [0.039, -0.014, -0.030], [0.029, -0.009, 0.024], [0.027, -0.034, 0.010], [-0.050, 0.063, -0.059], [-0.006, 0.030, -0.059], [-0.014, -0.004, -0.031], [-0.063, -0.038, -0.025], [-0.031, -0.028, -0.022], [-0.121, -0.099, 0.038]]
}

---

[2]
{
  "formula": "C3H9NO2",
  "method": "the ωB97M-V functional and the def2-TZVPD basis",
  "fmax_ha_per_bohr": 0.0715,
  "smiles": "CC(=O)O.CN",
  "charge": 0,
  "e_tot_ev": -8841.079,
  "homo_ev": -9.08,
  "spin_multiplicity": 1,
  "species": ["C", "C", "O", "O", "H", "H", "H", "C", "N", "H", "H", "H", "H", "H", "H"],
  "coordinates": [[-2.002018, 0.107274, 0.473818], [-1.213455, 1.268446, 0.988938], [-1.760050, 2.456623, 0.602827], [-0.351027, 1.300440, 1.828704], [-2.968712, -0.195899, 0.850586], [-1.210346, -0.648800, 0.543875], [-2.394839, 0.303657, -0.637285], [2.294848, -1.508863, -0.715762], [1.452381, -0.308202, -0.959846], [1.315853, 0.351420, -0.216789], [-1.013194, 3.153795, 0.668401], [0.484397, -0.547656, -1.181038], [3.224788, -1.407610, -0.198389], [2.418823, -1.977005, -1.756769], [1.722545, -2.347621, -0.291273]],
  "atomic_forces_ev_per_a": [[0.493, -0.140, -3.249], [-2.100, 2.147, 1.882], [1.880, 1.425, -1.109], [0.606, -1.186, -0.813], [0.225, 0.235, 1.330], [-0.890, -0.672, -0.380], [1.627, -0.335, 2.042], [-2.312, -1.390, -2.500], [-0.143, -0.055, -0.170], [0.702, -0.010, 0.790], [-1.847, -1.476, 0.285], [0.576, -0.433, -0.268], [0.391, 0.598, 0.121], [0.674, 0.929, 1.255], [0.118, 0.362, 0.785]]
}